Molecular formula: H14O7V
Method: DFT, ωB97M-V/def2-TZVPD

```
22
Properties=species:S:1:pos:R:3:forces:R:3:nbo_charge:R:1
V -0.0082 -0.1242 0.0935 0.2 0.3 -0.6 1.397
O -0.6178 -1.7992 1.7292 0.4 0.3 -0.4 -0.941
H -1.2855 -1.7113 2.3931 -0.7 1.0 1.1 0.506
H -0.8103 -2.7067 1.5168 0.5 -1.0 -0.8 0.508
O -0.2128 2.0502 0.5057 -0.3 -1.1 -1.1 -0.937
H -1.0935 2.3918 0.3058 0.3 0.5 0.6 0.508
H 0.0981 2.3235 1.3608 -0.1 0.6 0.8 0.530
O 1.9679 0.4416 -0.6714 -0.7 0.3 -1.8 -0.948
H 2.8396 0.4797 -0.3300 1.5 -0.1 0.9 0.518
H 2.0686 0.7899 -1.5961 -0.4 -0.4 1.2 0.525
O 0.0648 -1.9547 -1.1738 -0.7 0.5 0.3 -0.913
H -0.3521 -1.8835 -2.0334 -0.7 -0.1 -0.2 0.495
H 0.9205 -2.2519 -1.4376 1.5 -0.7 0.2 0.516
O -0.3684 0.6311 -2.0491 0.9 -2.2 0.3 -0.949
H -0.6686 1.4966 -2.1789 -0.7 2.2 -0.6 0.513
H -0.3990 0.1590 -2.8966 0.0 0.5 0.2 0.517
O -2.1061 -0.0705 -0.0325 -0.7 -0.5 -0.4 -0.927
H -2.4272 -0.6314 -0.7566 -0.1 0.0 0.3 0.512
H -2.7757 0.6156 0.0238 -0.2 0.3 0.3 0.521
O 1.4269 0.4807 2.1687 -1.4 -1.4 0.2 -0.961
H 2.0632 1.1359 2.0265 1.7 1.8 -0.5 0.487
H 1.6756 0.1377 3.0321 -0.2 -0.4 0.3 0.522
```
Positions in Å, forces in eV/Å.

Orbital gap (alpha / beta) (eV): 9.02 / 12.49
Maximum force (eV/Å): 2.5
Spin multiplicity: 4
M (g mol⁻¹): 177.0
Energy relative to the best compared isomer or geometry (same formula, charge and spin) (kcal per mole): 6.22
Calculated total energy (hartree): -1478.5644
Total charge: +2



Molecular formula: C50H57Cl5N2OP2Sn
Method: DFT, ωB97M-V/def2-TZVPD

```
118
Properties=species:S:1:pos:R:3:forces:R:3:lowdin_charge:R:1
Sn 0.8073 0.0170 0.3285 -0.1 -0.3 -0.1 1.114
N 2.6426 -0.4929 -1.1812 0.0 -0.1 0.1 -0.019
C 2.2091 -0.8852 -2.5048 0.1 0.0 0.0 -0.344
C 2.7280 -2.0146 -3.1174 0.0 0.0 0.0 -0.016
C 2.2816 -2.3620 -4.3838 0.0 0.0 0.0 -0.035
C 1.3366 -1.5802 -5.0360 0.0 0.0 0.0 -0.047
C 0.8203 -0.4545 -4.4148 0.0 0.0 0.0 -0.045
C 1.2465 -0.1011 -3.1368 0.0 0.0 0.0 -0.317
P 0.5663 1.2680 -2.1737 -0.2 0.1 0.1 1.023
C 1.6183 2.7055 -2.4829 0.0 -0.1 -0.1 -0.349
C 1.1380 3.9874 -2.2231 0.0 0.0 0.0 -0.130
C 1.9652 5.0870 -2.3771 0.0 0.0 0.0 -0.080
C 3.2861 4.9160 -2.7705 0.0 0.0 0.0 -0.049
C 3.7724 3.6432 -3.0287 0.0 0.0 0.0 -0.050
C 2.9395 2.5411 -2.8935 0.0 0.0 0.0 -0.078
C -1.0610 1.6110 -2.8801 0.0 0.0 -0.1 -0.370
C -2.1388 0.8778 -2.3852 0.0 0.0 0.0 -0.111
C -3.4056 1.0399 -2.9258 0.0 0.0 0.0 -0.071
C -3.6039 1.9470 -3.9586 0.0 0.0 0.0 -0.059
C -2.5348 2.6805 -4.4572 0.0 0.0 0.0 -0.053
C -1.2645 2.5103 -3.9267 0.0 0.0 0.1 -0.078
H 3.2246 0.3448 -1.2038 0.0 0.0 0.0 0.099
H 3.2025 -1.2243 -0.7509 0.0 -0.1 0.0 0.060
H 3.4746 -2.6157 -2.6143 0.0 0.0 0.0 0.116
H 2.6803 -3.2442 -4.8657 0.0 0.0 0.0 0.121
H 1.0017 -1.8499 -6.0278 0.0 0.0 0.0 0.118
H 0.0704 0.1436 -4.9174 0.0 0.0 0.0 0.113
H 0.1062 4.1243 -1.9197 0.0 0.0 0.0 0.089
H 1.5852 6.0835 -2.1927 0.0 0.0 0.0 0.112
H 3.9312 5.7758 -2.8882 0.0 0.0 0.0 0.118
H 4.7948 3.5080 -3.3542 0.0 0.0 0.0 0.117
H 3.3175 1.5586 -3.1549 0.0 0.0 0.0 0.104
H -1.9808 0.1615 -1.5858 0.0 0.0 0.0 0.066
H -4.2350 0.4504 -2.5548 0.0 0.0 0.0 0.108
H -4.5892 2.0716 -4.3880 0.0 0.0 0.0 0.114
H -2.6881 3.3766 -5.2708 0.0 0.0 0.0 0.116
H -0.4338 3.0797 -4.3249 0.0 0.0 0.0 0.114
Cl 6.2127 3.6265 4.0213 0.0 0.0 0.0 0.728
C 4.8713 3.0802 3.1086 0.0 0.0 0.0 -0.706
C 4.6583 1.7175 2.9185 0.0 0.0 0.0 -0.696
Cl 5.7220 0.5617 3.6050 0.0 0.0 0.0 0.731
C 3.5691 1.2914 2.1688 -0.1 -0.2 0.0 -0.560
Cl 3.2461 -0.4124 1.9766 0.0 0.2 0.1 0.696
C 2.6669 2.1799 1.5811 0.0 0.1 0.0 -0.451
O 1.6402 1.8072 0.8291 0.1 0.1 0.1 -0.424
C 2.8875 3.5423 1.8076 0.0 0.1 0.0 -0.563
Cl 1.7540 4.6563 1.1290 0.3 -0.2 0.2 0.816
C 3.9707 3.9920 2.5516 0.0 0.0 0.0 -0.689
Cl 4.2045 5.6722 2.7854 0.0 0.0 0.0 0.732
C 3.5408 -4.6104 2.2036 0.0 0.0 0.0 -0.091
C 2.4106 -4.6742 1.1699 0.0 0.0 0.1 -0.692
C 3.0061 -4.2614 -0.1799 0.0 0.0 0.0 -0.118
C 1.8867 -6.1039 1.0352 0.0 0.0 0.0 -0.070
P 1.1087 -3.3730 1.5869 0.1 -0.1 -0.1 1.092
C -0.2532 -3.8379 0.4455 0.0 0.0 0.0 -0.383
C -0.2107 -3.2757 -0.8329 0.1 0.1 0.0 -0.160
C -1.1764 -3.5580 -1.7900 0.0 0.0 0.0 -0.075
C -2.2286 -4.4035 -1.4733 0.0 0.0 0.0 -0.072
C -2.2933 -4.9720 -0.2071 0.0 0.0 0.0 -0.059
C -1.3130 -4.6995 0.7354 0.0 0.1 0.1 -0.084
C 0.4633 -3.6273 3.3359 0.0 0.0 0.0 -0.672
C 0.3621 -5.0669 3.8517 -0.1 0.0 0.0 -0.085
C -0.9231 -2.9351 3.4238 0.0 0.0 0.0 -0.093
C 1.4245 -2.8666 4.2665 0.0 0.0 0.0 -0.115
H 4.3847 -5.2075 1.8501 0.0 0.0 0.0 0.095
H 3.2463 -5.0112 3.1712 0.0 0.0 0.0 0.067
H 3.9000 -3.5890 2.3532 0.0 0.0 0.0 0.069
H 3.7698 -4.9854 -0.4738 0.0 0.0 0.0 0.098
H 3.4965 -3.2878 -0.0953 0.0 0.1 0.0 0.056
H 2.2586 -4.2220 -0.9743 0.0 0.0 0.0 0.064
H 2.7096 -6.7621 0.7445 0.0 0.0 0.0 0.095
H 1.1191 -6.1784 0.2640 0.0 0.0 0.0 0.082
H 1.4778 -6.4886 1.9661 0.0 0.0 0.0 0.066
H 0.6178 -2.6250 -1.1021 0.0 0.0 0.0 0.045
H -1.1029 -3.1239 -2.7796 0.0 0.0 0.0 0.104
H -2.9877 -4.6307 -2.2099 0.0 0.0 0.0 0.109
H -3.1043 -5.6430 0.0432 0.0 0.0 0.0 0.113
H -1.3867 -5.1609 1.7097 0.0 0.0 0.0 0.092
H -0.3069 -5.6902 3.2608 0.0 0.0 0.0 0.066
H -0.0318 -5.0436 4.8709 0.0 0.0 0.0 0.095
H 1.3311 -5.5587 3.8959 0.0 0.0 0.0 0.067
H -1.3279 -2.6278 2.4584 0.0 0.0 0.0 0.036
H -0.8635 -2.0457 4.0534 0.0 0.0 0.0 0.071
H -1.6554 -3.6048 3.8764 0.0 0.0 0.0 0.093
H 2.4176 -3.3134 4.2922 0.0 0.0 0.0 0.067
H 1.0284 -2.8848 5.2843 0.0 0.0 0.0 0.095
H 1.5298 -1.8240 3.9646 0.0 0.0 0.0 0.048
C -0.8435 5.9601 0.2520 -0.1 0.1 0.0 -0.064
C -1.9311 4.9211 0.2534 0.0 0.1 0.0 -0.204
C -3.2696 5.2996 0.0682 0.0 0.1 0.0 0.123
C -4.3828 4.4285 0.0781 0.0 0.0 0.0 -0.210
C -5.7677 4.9461 -0.1958 0.0 0.0 0.0 -0.012
C -4.1462 3.1160 0.3603 0.1 -0.1 -0.1 0.089
C -2.7917 2.6461 0.5849 0.0 0.1 -0.1 -0.216
C -1.6893 3.5829 0.4361 -0.1 0.0 0.0 0.110
N -2.4091 1.4663 0.9515 0.0 -0.3 0.2 0.226
C -3.1907 0.3961 1.5598 0.1 0.2 -0.1 -0.569
C -3.0197 -0.8465 0.6710 0.0 0.0 0.0 -0.030
C -4.6692 0.6160 1.8662 0.0 0.0 0.0 -0.036
C -2.4167 0.1822 2.8836 -0.1 0.0 0.0 -0.018
H -1.2399 6.9415 0.0006 0.0 0.0 0.0 0.095
H -0.0605 5.7124 -0.4629 0.0 0.0 0.0 0.027
H -0.3813 6.0270 1.2375 -0.1 0.0 0.0 0.060
H -3.4664 6.3524 -0.1132 0.0 0.0 0.0 0.143
H -5.7489 5.9764 -0.5442 0.0 0.0 0.0 0.089
H -6.3735 4.9094 0.7099 0.0 0.0 0.0 0.101
H -6.2638 4.3399 -0.9530 0.0 0.0 0.0 0.096
H -4.9578 2.4084 0.3349 0.0 0.0 0.0 0.111
H -0.6835 3.1998 0.5859 0.0 0.0 0.0 0.102
H -3.5384 -0.7174 -0.2805 0.0 0.0 0.0 0.080
H -1.9721 -1.0756 0.4788 0.0 0.0 0.0 0.018
H -3.4605 -1.7009 1.1852 0.0 0.0 0.0 0.107
H -5.2986 0.5659 0.9780 0.0 0.0 0.0 0.086
H -4.8533 1.5539 2.3930 0.0 0.0 0.0 0.098
H -4.9932 -0.1915 2.5213 0.0 0.0 0.0 0.101
H -2.3761 1.0998 3.4704 0.0 0.0 0.0 0.100
H -1.4020 -0.1636 2.6927 0.0 0.1 0.0 0.046
H -2.9424 -0.5784 3.4617 0.0 0.0 0.0 0.100
```
Positions in Å, forces in eV/Å.

Orbital gap (eV): 4.19
Maximum force (eV/Å): 0.5
M (g mol⁻¹): 1059.9
Calculated total energy (hartree): -5321.7195
Total charge: +2



Molecular formula: C21H69N21O12
Method: DFT, ωB97M-V/def2-TZVPD

```
123
Properties=species:S:1:pos:R:3:forces:R:3:lowdin_charge:R:1
C -5.4620 2.9951 0.4986 -0.9 0.5 -0.8 -0.051
C -4.9337 2.8730 -0.9398 1.1 -0.3 1.2 -0.414
C -5.3808 4.0052 -1.8263 -0.9 0.1 0.0 -0.215
O -6.8029 4.0029 -1.8711 0.4 0.7 0.0 -0.201
C -7.3028 5.0446 -2.7243 -0.2 -1.4 0.1 -0.085
N -3.4604 2.8333 -0.9268 0.0 0.0 -0.6 0.042
H -5.2893 2.0801 1.0608 0.1 0.0 0.1 0.079
H -6.5403 3.1618 0.4126 0.0 -0.2 0.3 0.076
H -5.0564 3.8682 1.0135 0.2 -0.1 0.0 0.067
H -5.2808 1.8883 -1.2684 -0.2 0.2 -0.5 0.128
H -5.0075 3.9596 -2.8552 0.4 -0.3 0.1 0.136
H -5.0282 4.9434 -1.3715 0.0 0.0 -0.1 0.132
H -7.5142 4.5647 -3.6846 0.0 0.4 -0.2 0.088
H -6.5925 5.8547 -2.8765 0.0 0.2 0.2 0.084
H -8.2419 5.3567 -2.2748 0.0 0.4 -0.1 0.085
H -3.0870 2.6123 -0.0190 -0.1 -0.1 0.1 0.037
H -3.0180 3.6957 -1.2214 -0.2 0.1 -0.1 0.080
C -0.8523 1.3415 0.0369 -1.4 -1.5 0.5 -0.058
C 0.4786 1.0712 0.6818 1.3 0.7 0.1 -0.382
C 1.2431 -0.0460 -0.0098 -0.2 0.3 -0.4 -0.193
O 0.5718 -1.2855 0.1876 -0.1 0.5 -0.6 -0.235
C 1.1087 -2.3017 -0.6321 0.2 -1.0 0.9 -0.092
N 1.3898 2.2535 0.7123 -0.2 -0.3 0.0 0.037
H -1.4192 0.4013 -0.0635 0.4 -0.2 -0.2 0.089
H -0.8665 1.7324 -0.9796 0.4 0.4 0.1 0.071
H -1.5452 1.8255 0.7260 0.5 0.8 0.0 0.063
H 0.4198 0.8080 1.7428 -0.7 -0.3 -0.1 0.127
H 2.2754 -0.1075 0.3605 0.0 0.0 0.1 0.129
H 1.2724 0.1862 -1.0819 0.1 -0.1 0.0 0.141
H 0.3592 -3.0875 -0.7335 -0.3 0.3 -0.5 0.062
H 1.9104 -2.8235 -0.0892 0.3 0.3 -0.1 0.090
H 1.4777 -1.9341 -1.5859 -0.2 0.0 -0.1 0.089
H 1.8374 2.3908 -0.1905 -0.1 0.0 0.0 0.079
H 0.8401 3.0951 0.8701 0.0 0.0 0.0 0.043
C -0.5016 -6.0743 0.9322 -0.2 0.8 -1.0 -0.078
C 0.1757 -7.3717 0.5626 0.6 -0.4 0.1 -0.423
C -0.3876 -8.5567 1.3314 -0.2 0.2 0.4 -0.224
O -1.7083 -8.7878 0.8913 0.0 0.2 0.2 -0.191
C -2.4158 -9.6827 1.7146 0.3 -1.2 -0.6 -0.108
N 0.1452 -7.5883 -0.8995 -0.4 -0.5 0.3 0.041
H -0.3971 -5.7713 1.9695 -0.2 -0.4 0.1 0.069
H -1.5384 -6.0826 0.5833 -0.1 -0.3 0.6 0.078
H -0.0882 -5.2485 0.3367 0.4 -0.2 0.1 0.049
H 1.2317 -7.3479 0.8549 0.0 0.3 -0.1 0.141
H -0.3576 -8.3377 2.4086 -0.1 0.1 0.0 0.129
H 0.2399 -9.4508 1.2093 -0.1 -0.1 -0.3 0.126
H -2.8526 -9.2434 2.6107 0.1 0.2 0.0 0.090
H -1.7578 -10.5216 1.9794 0.0 0.2 0.4 0.088
H -3.1754 -10.1696 1.1012 -0.3 0.4 0.1 0.088
H -0.8305 -7.7571 -1.1478 -0.1 0.3 0.1 0.066
H 0.5264 -8.5257 -1.0311 0.4 0.2 -0.2 0.076
C 4.9018 1.9106 -2.4626 -0.7 0.0 -0.2 -0.646
O 4.5473 0.7919 -2.8202 0.3 -0.1 0.1 0.000
N 5.4416 2.8288 -3.3186 0.1 -0.2 0.3 0.168
N 4.7370 2.3671 -1.1959 0.2 0.6 0.1 0.175
H 5.6101 2.5404 -4.2640 -0.2 0.1 -0.1 0.110
H 5.3954 3.8040 -3.0879 0.1 0.1 -0.2 0.098
H 4.4706 1.7910 -0.4211 -0.2 -0.3 -0.2 0.099
H 5.0083 3.3117 -0.9998 0.0 0.0 0.2 0.075
C 5.7734 -2.5021 -2.0690 0.8 0.6 0.1 -0.685
O 6.4236 -3.5330 -2.0076 -0.5 -0.2 0.2 0.011
N 4.4144 -2.4056 -1.9262 0.2 -0.2 -0.1 0.153
N 6.3797 -1.2853 -2.2475 -0.3 -0.3 0.1 0.147
H 3.9732 -1.5199 -2.1011 -0.2 -0.1 0.1 0.068
H 3.9351 -3.1971 -1.5437 -0.2 0.0 -0.2 0.086
H 5.8205 -0.4456 -2.3627 0.4 -0.1 -0.1 0.037
H 7.3781 -1.3191 -2.3222 0.0 0.2 -0.2 0.098
C 3.1536 5.4492 1.1223 -0.2 0.4 1.3 -0.671
O 3.4194 6.2856 0.2671 0.0 -0.2 -0.3 -0.007
N 2.2129 5.6397 2.0900 -0.1 0.0 -0.6 0.179
N 3.8666 4.2971 1.2861 0.3 0.6 -0.6 0.173
H 1.4470 6.2467 1.8624 0.0 0.1 0.2 0.098
H 2.1458 4.9734 2.8480 -0.2 0.0 -0.1 0.042
H 3.5337 3.5076 1.8121 0.3 0.0 -0.1 0.050
H 4.7129 4.3301 0.7520 0.2 -0.6 0.2 0.083
C 0.3602 -2.6474 3.5907 0.7 -0.1 -0.6 -0.681
O 0.5903 -2.8280 4.7731 -0.5 0.1 0.1 0.026
N 1.1077 -1.7941 2.8254 0.6 0.3 0.5 0.160
N -0.5573 -3.3261 2.8458 -0.9 -0.3 0.0 0.156
H 1.9394 -1.5379 3.3288 0.1 0.3 -0.3 0.090
H 0.9358 -1.5066 1.8528 -0.1 -0.5 0.6 0.052
H -1.3535 -3.7634 3.2697 0.2 -0.1 0.2 0.103
H -0.4483 -3.4337 1.8560 0.0 0.3 0.0 0.067
C 0.7971 4.7388 -2.0735 0.8 0.3 -0.4 -0.677
O 0.6452 4.1118 -3.1037 -0.4 -0.5 0.1 0.029
N 0.0773 4.5760 -0.9173 -0.1 0.3 0.1 0.160
N 1.7961 5.6713 -1.9686 -0.7 0.0 0.2 0.155
H 0.0922 5.2901 -0.2111 -0.1 -0.1 0.1 0.075
H -0.6263 3.8679 -0.8336 -0.1 0.0 -0.3 0.059
H 1.9783 6.1527 -1.1050 0.5 0.0 -0.1 0.047
H 2.4276 5.7474 -2.7404 0.0 0.1 0.0 0.096
C -1.2232 4.3363 3.1196 -0.5 -0.3 0.9 -0.645
O -0.7793 4.5166 1.9979 0.2 0.0 -0.2 0.007
N -0.4925 4.0073 4.2335 -0.4 0.3 -1.0 0.171
N -2.5673 4.4068 3.4221 0.5 -0.1 -0.2 0.150
H -1.0332 3.8310 5.0600 0.6 0.0 0.3 0.094
H 0.5190 4.0558 4.2051 0.0 -0.2 0.3 0.056
H -3.2378 4.5622 2.6956 -0.1 0.1 0.0 0.085
H -2.8327 4.3738 4.3889 -0.4 0.1 -0.2 0.089
C -2.3078 -4.7667 -3.0270 0.5 -1.1 -0.7 -0.671
O -3.2723 -4.0452 -3.1833 -0.1 0.2 0.4 0.025
N -1.6572 -5.0170 -1.8441 -0.2 0.6 0.3 0.150
N -1.7728 -5.5079 -4.0613 -0.4 0.8 0.2 0.153
H -1.8596 -4.3860 -1.0865 -0.1 0.0 0.0 0.090
H -0.6976 -5.3156 -1.8971 0.1 -0.2 0.1 0.071
H -1.0983 -6.2222 -3.8651 -0.1 -0.2 -0.2 0.089
H -2.3556 -5.5329 -4.8787 0.2 -0.2 -0.2 0.104
C -2.0095 -0.1554 -2.9070 -0.2 -0.7 -0.1 -0.689
O -1.1838 0.6619 -3.2707 0.0 0.1 0.1 0.022
N -3.2626 0.1675 -2.4692 0.7 0.3 -0.2 0.160
N -1.7463 -1.5114 -2.9187 0.4 0.5 0.2 0.157
H -3.9110 -0.5686 -2.2697 -0.3 0.2 0.1 0.093
H -3.3852 1.1543 -2.2554 -0.3 -0.3 0.3 0.061
H -0.9939 -1.7749 -3.5286 0.0 -0.2 0.1 0.100
H -2.3798 -2.2052 -2.5600 -0.2 0.0 -0.4 0.047
C 2.8699 2.6026 4.2373 0.1 0.2 0.6 -0.635
O 2.3962 3.7444 4.2361 -0.1 -0.2 0.0 -0.029
N 2.8553 1.8004 3.1470 -0.5 -0.2 -0.5 0.160
N 3.4834 2.1138 5.3437 0.1 -0.2 0.0 0.173
H 2.1582 2.0205 2.4111 0.5 0.1 -0.1 0.055
H 3.0043 0.8101 3.2525 0.1 0.0 0.2 0.093
H 3.5266 2.6782 6.1715 0.0 0.1 -0.1 0.111
H 3.9723 1.2379 5.3362 0.0 0.0 0.0 0.103
```
Positions in Å, forces in eV/Å.

Orbital gap (eV): 9.31
Maximum force (eV/Å): 2.1
SMILES: COC[C@H](C)N.COC[C@H](C)N.COC[C@H](C)N.NC(N)=O.NC(N)=O.NC(N)=O.NC(N)=O.NC(N)=O.NC(N)=O.NC(N)=O.NC(N)=O.NC(N)=O
M (g mol⁻¹): 807.9
Energy relative to the best compared isomer or geometry (same formula, charge and spin) (kcal per mole): 12.68
Calculated total energy (hartree): -2894.6195



Molecular formula: C3H7N
Method: DFT, ωB97M-V/def2-TZVPD

```
11
Properties=species:S:1:pos:R:3:forces:R:3:nbo_charge:R:1
N 0.2194 -1.4341 -0.2262 0.5 -0.7 1.0 -0.415
C 0.6397 -0.1907 -0.7057 0.6 1.3 2.5 -0.331
C -0.9253 0.9338 0.9774 2.9 -1.2 -2.9 -0.268
C -0.1926 0.9762 -0.1914 -0.2 -1.8 0.1 -0.168
H -0.5922 -1.5190 0.3974 0.2 0.2 -0.5 0.418
H 0.9123 -2.1772 -0.0990 -0.3 0.1 -0.4 0.421
H 1.7039 0.0480 -0.1806 -1.5 -0.6 -1.2 0.343
H 0.8169 -0.2532 -1.7842 0.3 0.3 -0.1 0.306
H -1.5864 1.7087 1.0354 -1.8 1.9 1.0 0.234
H -0.8218 0.1604 1.7313 -0.1 0.2 0.0 0.212
H -0.1738 1.7470 -0.9545 -0.6 0.5 0.6 0.246
```
Positions in Å, forces in eV/Å.

Orbital gap (alpha / beta) (eV): 11.42 / 6.40
Maximum force (eV/Å): 4.3
Spin multiplicity: 2
M (g mol⁻¹): 57.1
Energy relative to the best compared isomer or geometry (same formula, charge and spin) (kcal per mole): 50.23
Calculated total energy (hartree): -172.8800
Total charge: +1